{
  "formula": "C18H17MgN2O3S5",
  "method": "ωB97M-V/def2-TZVPD",
  "species": ["Mg", "S", "C", "S", "S", "C", "C", "N", "C", "C", "S", "C", "C", "S", "C", "N", "C", "H", "H", "H", "H", "H", "H", "H", "H", "C", "O", "C", "C", "C", "C", "C", "C", "O", "C", "O", "C", "H", "H", "H", "H", "H", "H", "H", "H", "H"],
  "xyz": [[0.0240, 0.2011, 0.0219], [0.3986, -2.9079, -3.5742], [0.2592, -1.9036, -2.2470], [0.9327, -2.2758, -0.6720], [-0.5611, -0.3465, -2.3393], [-3.1727, -1.3160, 0.7405], [-2.1719, -1.3317, 1.8484], [-0.9642, -0.8712, 1.7252], [-0.2049, -1.1071, 2.8550], [-0.8699, -1.7132, 3.8663], [-2.4772, -2.0369, 3.3817], [1.2214, -0.7597, 2.7602], [2.2190, -1.0372, 3.6340], [3.7137, -0.5779, 2.9471], [2.9144, -0.0307, 1.5337], [1.6232, -0.1685, 1.5815], [3.6350, 0.4469, 0.3216], [-2.6827, -0.9909, -0.1763], [-3.9960, -0.6363, 0.9630], [-3.5733, -2.3183, 0.5853], [-0.4931, -2.0111, 4.8297], [2.1518, -1.5109, 4.5981], [4.6957, 0.6001, 0.5148], [3.1690, 1.3649, -0.0332], [3.5028, -0.3120, -0.4550], [3.2923, 6.0748, -1.5587], [1.9162, 6.3941, -1.5383], [1.0529, 5.4016, -1.1830], [-0.3112, 5.7689, -1.2114], [-1.2401, 4.8248, -0.8866], [-0.9038, 3.5020, -0.5135], [-1.9274, 2.5498, -0.1580], [-3.4022, 2.8634, -0.2778], [-1.6850, 1.4011, 0.2453], [0.4882, 3.1343, -0.4814], [0.9137, 1.9785, -0.1697], [1.4444, 4.1385, -0.8312], [3.8082, 6.9792, -1.8714], [3.5010, 5.2704, -2.2680], [3.6441, 5.7771, -0.5675], [-0.5839, 6.7748, -1.4956], [-2.2797, 5.1168, -0.9164], [-3.6629, 3.8927, -0.4962], [-3.8846, 2.5553, 0.6494], [-3.7883, 2.2274, -1.0768], [2.4801, 3.8336, -0.8186]],
  "forces_ev_per_angstrom": [[0.1, -0.5, -0.5], [0.0, 0.1, 0.2], [0.1, 0.2, 0.2], [-0.1, 0.2, -0.3], [0.0, -0.2, 0.0], [0.0, 0.0, 0.1], [0.1, 0.2, -0.4], [0.0, -0.1, 0.4], [0.2, 0.2, -0.2], [0.1, 0.0, 0.1], [-0.1, -0.1, 0.1], [-0.3, 0.0, -0.2], [0.0, 0.0, 0.1], [0.2, 0.0, 0.1], [-0.1, 0.1, -0.3], [0.1, 0.0, 0.5], [0.0, 0.0, 0.1], [0.0, 0.0, 0.0], [0.0, 0.0, 0.0], [0.0, 0.0, 0.0], [0.0, 0.0, 0.0], [0.0, 0.0, 0.0], [0.0, 0.0, 0.0], [0.0, 0.0, 0.0], [0.0, 0.0, 0.0], [0.0, 0.0, 0.0], [0.0, 0.0, 0.0], [0.1, 0.1, -0.1], [0.0, -0.1, 0.0], [0.0, 0.0, 0.0], [-0.1, 0.0, 0.0], [0.2, -0.1, 0.0], [-0.1, 0.0, 0.0], [0.0, 0.1, 0.1], [0.0, -0.1, 0.0], [0.1, 0.1, 0.1], [-0.1, 0.0, 0.0], [0.0, 0.0, 0.0], [0.0, 0.0, 0.0], [0.0, 0.0, 0.0], [0.0, 0.0, 0.0], [0.0, 0.0, 0.0], [0.0, 0.0, 0.0], [0.0, 0.0, 0.0], [0.0, 0.0, 0.0], [0.0, 0.0, 0.0]],
  "total_charge": -1,
  "fmax_ha_per_bohr": 0.015,
  "orbital_gap_ev": 5.11,
  "multiplicity": 1,
  "e_lumo_ev": 2.074
}